(1)
Entry from OMol25: a 4-piece molecular cluster, C48H53F8NO3 overall at a distorted geometry (ωB97M-V with the def2-TZVPD basis set).

CARTESIAN COORDINATES (ANGSTROEM)
C 0.46 0.38 -3.40
C 0.36 1.18 -2.47
C -0.09 2.22 -1.41
C -1.65 2.23 -1.08
C -2.57 1.86 -2.36
C -2.70 3.08 -3.37
O -1.44 3.64 -3.78
C -1.95 1.04 -0.03
O -1.62 -0.26 -0.56
C -1.09 -1.14 0.44
C -1.42 -2.63 -0.07
C -3.02 -2.83 -0.23
C -3.42 -4.32 0.15
F -4.60 -4.69 -0.53
F -3.59 -4.49 1.54
F -2.45 -5.27 -0.23
C 0.48 -1.00 0.68
F 1.18 -1.35 -0.51
F 0.87 0.26 1.18
C 0.96 -2.07 1.78
C 2.19 -2.90 1.65
C 2.55 -3.92 2.72
C 1.67 -4.11 3.92
C 0.45 -3.26 4.04
C -0.54 -3.44 5.27
F -0.29 -4.69 5.83
F -1.85 -3.47 4.74
F -0.42 -2.39 6.17
C 0.08 -2.23 2.98
O -2.12 3.50 -0.63
C -1.39 4.02 0.49
C -2.50 4.61 1.50
C -1.93 4.95 2.94
N -2.01 6.42 3.22
C -0.40 5.22 0.16
C -0.68 5.96 -1.20
C -1.92 6.76 -1.53
C -2.04 7.39 -2.90
C -0.97 7.26 -3.97
C 0.28 6.50 -3.64
C 1.50 6.26 -4.62
C 0.37 5.89 -2.27
H 0.54 -0.21 -4.36
H 0.53 2.12 -0.46
H 0.16 3.25 -1.83
H -3.61 1.71 -1.92
H -2.29 0.88 -2.83
H -3.24 2.70 -4.31
H -3.38 3.90 -2.96
H -1.66 4.18 -4.57
H -3.08 1.05 0.16
H -1.44 1.20 0.97
H -1.70 -0.96 1.39
H -1.09 -3.42 0.66
H -0.97 -2.82 -1.09
H -3.34 -2.66 -1.29
H -3.53 -2.16 0.53
H 2.87 -2.82 0.76
H 3.46 -4.59 2.64
H 1.90 -4.86 4.73
H -0.87 -1.66 3.18
H -0.80 3.25 1.08
H -2.84 5.59 1.03
H -3.44 3.95 1.52
H -2.64 4.47 3.71
H -0.89 4.54 3.12
H -1.80 6.97 2.38
H -1.39 6.67 3.99
H 0.66 4.79 0.12
H -0.36 6.01 0.99
H -2.71 6.86 -0.73
H -2.98 7.97 -3.14
H -1.09 7.71 -5.01
H 1.64 7.09 -5.38
H 2.44 6.01 -4.04
H 1.24 5.32 -5.21
H 1.32 5.32 -2.02
C 3.80 -8.37 0.93
C 2.74 -7.48 1.08
C 1.97 -7.50 2.24
C 2.28 -8.39 3.26
C 3.34 -9.28 3.12
C 4.10 -9.27 1.95
H 4.39 -8.36 0.03
H 2.50 -6.78 0.29
H 1.14 -6.81 2.35
H 1.68 -8.40 4.17
H 3.58 -9.97 3.91
H 4.93 -9.96 1.84
C 0.00 -10.86 -2.56
C -1.26 -10.31 -2.79
C -1.74 -9.29 -1.98
C -0.95 -8.81 -0.94
C 0.31 -9.35 -0.71
C 0.78 -10.38 -1.52
H 0.37 -11.66 -3.20
H -1.87 -10.68 -3.61
H -2.72 -8.87 -2.15
H -1.32 -8.01 -0.30
H 0.92 -8.98 0.10
H 1.76 -10.81 -1.34
C 3.77 9.08 1.46
C 4.75 8.60 0.60
C 4.39 7.93 -0.57
C 3.05 7.77 -0.88
C 2.07 8.25 -0.03
C 2.43 8.91 1.15
H 4.05 9.59 2.37
H 5.80 8.73 0.85
H 5.16 7.55 -1.23
H 2.77 7.25 -1.80
H 1.02 8.12 -0.28
H 1.66 9.28 1.82

Results
E_LUMO	0.03	eV
SMILES	C#CC[C@@](CCO)(CO[C@@H](CCC(F)(F)F)C(F)(F)c1cccc(C(F)(F)F)c1)O[C@H](CCN)Cc1cccc(C)c1.c1ccccc1.c1ccccc1.c1ccccc1
E_tot	-2939.95416	a.u.
charge	0
maximum force	3.39	eV/A
HOMO energy	-0.321	Eh


(2)
Entry from OMol25: C48H53GeN8O3PtS2SeTe as an isolated structure at a distorted geometry (ωB97M-V with the def2-TZVPD basis set).

CARTESIAN COORDINATES (ANGSTROEM)
Pt -0.40 -0.70 -0.34
N -4.25 -1.77 1.11
C -4.30 -2.87 0.25
C -5.34 -3.69 -0.16
C -5.01 -4.71 -1.03
C -3.68 -4.91 -1.47
C -2.66 -4.09 -1.05
C -2.98 -3.05 -0.18
N -2.18 -2.08 0.41
C -2.97 -1.34 1.14
C -2.39 -0.26 1.93
C -2.85 0.37 3.03
S -1.65 1.39 3.68
C -0.59 0.94 2.43
N -1.08 0.08 1.59
H -5.04 -1.33 1.55
H -6.35 -3.55 0.18
H -5.78 -5.37 -1.39
H -3.48 -5.72 -2.15
H -1.63 -4.25 -1.37
H -3.81 0.25 3.51
H 0.42 1.34 2.37
N 0.64 8.13 -4.18
C 0.94 7.14 -3.29
C 0.38 7.14 -2.01
C 0.67 6.12 -1.12
C 1.52 5.07 -1.49
C 2.11 5.09 -2.75
C 1.82 6.11 -3.64
S 1.87 3.81 -0.31
O 3.28 3.63 -0.16
O 1.14 4.24 0.90
N 1.11 2.43 -0.70
C 1.67 1.60 -1.60
N 2.53 2.08 -2.53
C 3.11 1.26 -3.37
C 2.85 -0.11 -3.37
C 1.94 -0.53 -2.44
N 1.35 0.28 -1.55
H 0.09 8.92 -3.90
H 1.11 8.18 -5.06
H -0.27 7.95 -1.70
H 0.27 6.14 -0.12
H 2.80 4.32 -3.02
H 2.29 6.12 -4.62
H 3.79 1.70 -4.09
H 3.32 -0.80 -4.06
H 1.67 -1.57 -2.41
C 0.45 7.17 2.29
Ge -0.80 5.79 2.84
C -2.20 6.61 3.91
C 0.06 4.38 3.88
C -1.84 4.99 1.32
Se -1.25 3.34 0.50
C -1.90 3.64 -1.29
H 0.79 7.67 3.20
H -0.02 7.91 1.65
H 1.32 6.75 1.78
H -1.76 7.05 4.80
H -2.95 5.88 4.23
H -2.71 7.40 3.36
H 0.72 4.84 4.62
H 0.67 3.75 3.23
H -0.68 3.80 4.42
H -1.95 5.72 0.51
H -2.84 4.77 1.71
H -1.22 4.33 -1.79
H -2.90 4.06 -1.22
H -1.91 2.68 -1.80
C -0.24 -6.98 4.76
C 0.17 -6.01 3.68
C 0.41 -6.44 2.38
C 0.78 -5.56 1.37
C 1.03 -6.11 -0.01
C 0.91 -4.20 1.70
Te 1.44 -2.94 0.12
N -0.77 -1.51 -2.07
C -1.84 -1.46 -3.00
O -2.69 -0.63 -2.74
C -1.82 -2.36 -4.16
C -0.85 -3.35 -4.27
C -0.85 -4.20 -5.36
C -1.83 -4.06 -6.33
C -2.80 -3.07 -6.23
C -2.80 -2.22 -5.14
C 3.04 -1.82 0.93
C 2.95 -0.44 1.08
C 4.06 0.29 1.46
C 5.26 -0.37 1.70
C 5.34 -1.75 1.56
C 4.24 -2.50 1.16
C 4.37 -4.00 1.01
C 0.67 -3.73 3.00
C 0.79 -2.28 3.38
C 0.30 -4.66 3.97
H -0.31 -8.00 4.38
H -1.21 -6.70 5.18
H 0.48 -6.97 5.57
H 0.31 -7.49 2.15
H 0.78 -7.17 -0.05
H 2.08 -6.01 -0.30
H 0.42 -5.61 -0.77
H -0.08 -3.44 -3.51
H -0.10 -4.97 -5.45
H -1.84 -4.72 -7.19
H -3.55 -2.96 -7.00
H -3.55 -1.44 -5.04
H 2.02 0.08 0.89
H 3.99 1.37 1.54
H 6.14 0.19 1.99
H 6.28 -2.25 1.76
H 5.41 -4.31 1.14
H 4.05 -4.33 0.02
H 3.77 -4.52 1.76
H 0.17 -1.67 2.73
H 1.82 -1.93 3.30
H 0.47 -2.13 4.41
H 0.11 -4.31 4.98

Results
E_LUMO (alpha / beta)	-4.79 / -7.06	eV
2S+1	6
relative energy (zero: lowest compared OMol25 entry of this formula, charge and spin)	20.9	kcal/mol
<S²>	8.786
E_tot	-8186.10273	a.u.
charge	+2
maximum force	1.08	eV/A
HOMO energy (alpha / beta)	-0.428 / -0.428	Eh